C48H72N17O6 | wB97M-V/def2-TZVPD

Properties
E ... -88557.0666 eV
Net charge ... +1
Strongest force on any atom ... 0.02381 Eh/bohr
LUMO energy ... -1.518 eV
Frontier orbital gap ... 7.933 eV

Cartesian coordinates (Å):
C 6.19845 -1.67818 -2.11938
C 6.11085 -2.37281 -1.14683
C 5.95761 -3.14282 0.07905
H 6.95563 -3.40484 0.46263
H 5.40683 -4.06519 -0.13261
O 5.20993 -2.45836 1.07055
C 5.88742 -1.33523 1.59938
C 4.97987 -0.59683 2.57695
H 5.60263 0.05065 3.20786
O 4.04863 0.18183 1.85530
C 3.50867 1.28361 2.56237
H 4.31589 1.84049 3.05613
C 2.45106 0.89090 3.60634
O 1.19656 0.59453 3.03057
C 0.30533 1.70206 2.96099
C -1.07712 1.17740 2.55537
H -1.49766 0.57996 3.36688
N -0.96112 0.35594 1.38402
C -1.41662 0.65117 0.16619
N -2.16733 1.72553 -0.03866
C -2.76431 1.76801 -1.22956
N -2.64978 0.83610 -2.17506
C -1.73189 -0.09630 -1.94118
N -1.45807 -0.95659 -2.96223
C -0.82013 -2.22882 -2.70251
H -0.44555 -2.21159 -1.68034
H 0.02171 -2.37086 -3.38894
C -1.84832 -3.36959 -2.90425
N -3.16463 -2.86807 -2.59330
C -3.84656 -2.99767 -1.43848
O -4.88225 -2.39456 -1.23734
C -3.33350 -4.04808 -0.42169
N -2.01668 -3.73504 0.06065
C -0.94495 -4.55083 0.20632
C 0.02803 -3.74722 0.76196
N -0.51536 -2.51922 0.92369
N -1.72950 -2.53066 0.51131
C 1.44721 -4.06227 1.11672
N 2.31834 -3.07768 0.46506
H 2.44069 -3.30066 -0.51884
H 3.23486 -3.05234 0.90273
H 1.65393 -5.07965 0.74544
C 1.65401 -4.08408 2.64858
C 3.02714 -4.66589 2.98501
H 3.17281 -5.62232 2.48617
H 3.82727 -3.99158 2.68580
H 3.10967 -4.83464 4.05430
H 0.89018 -4.75684 3.05501
C 1.45279 -2.69588 3.25995
C 1.42209 -2.71130 4.78387
H 0.68628 -3.42642 5.14446
H 1.14440 -1.72745 5.15343
H 2.38919 -2.97447 5.20577
H 2.24570 -2.03447 2.91330
H 0.50726 -2.28854 2.90335
H -0.95331 -5.58282 -0.07399
H -3.29406 -5.01700 -0.93417
C -4.29834 -4.15017 0.78569
C -4.12400 -3.02541 1.75077
C -3.50308 -3.02007 2.96969
C -3.62147 -1.70429 3.49301
C -3.23199 -1.09464 4.68632
C -3.55043 0.23072 4.88103
C -4.23687 0.96678 3.90863
C -4.62629 0.39378 2.71786
C -4.32265 -0.94754 2.51996
N -4.61636 -1.77859 1.48377
H -5.07451 -1.53769 0.61794
H -5.15668 0.95930 1.96667
H -4.46743 2.00360 4.10302
H -3.27137 0.71860 5.80361
H -2.70430 -1.65759 5.44208
H -3.03475 -3.85691 3.45073
H -4.11057 -5.09249 1.30284
H -5.31835 -4.15503 0.39804
C -3.62114 -1.88072 -3.56641
H -4.36327 -1.25500 -3.06857
H -4.09372 -2.39297 -4.41029
C -2.42492 -1.03203 -4.03471
H -2.74825 -0.02271 -4.28088
H -1.93058 -1.47512 -4.90201
H -1.58662 -4.23512 -2.30050
H -1.85942 -3.68585 -3.95212
N -1.03598 -0.20445 -0.81083
N -3.62515 2.79010 -1.45329
C -3.40147 4.05504 -0.79439
H -2.68577 3.87997 0.00973
H -4.33933 4.42177 -0.36741
C -2.85701 5.06368 -1.84163
N -2.28637 4.32653 -2.94805
C -1.02365 3.86576 -3.06427
O -0.70711 3.04341 -3.90509
C 0.07045 4.45874 -2.16300
N 0.73091 3.36844 -1.49597
C 1.22176 2.22235 -2.01033
C 1.74610 1.55932 -0.91876
N 1.54797 2.34346 0.16303
N 0.94112 3.41240 -0.19197
C 2.35487 0.20302 -0.76599
N 1.51263 -0.56895 0.17363
H 1.49150 -0.10106 1.09372
H 1.85381 -1.60369 0.33023
C 2.42064 -0.51144 -2.12048
H 1.40800 -0.62016 -2.51411
O 2.94899 -1.80981 -2.03298
H 3.89313 -1.75947 -1.82031
H 3.00143 0.10195 -2.82004
H 3.35355 0.28268 -0.32050
H 1.13658 1.98109 -3.04679
H -0.30856 5.09538 -1.36291
C 1.05798 5.26319 -3.04074
C 0.29798 6.36957 -3.76729
H 0.97391 6.93245 -4.40331
H -0.15477 7.05646 -3.05504
H -0.48403 5.95266 -4.39709
C 2.19368 5.82961 -2.18101
C 3.35725 6.35592 -3.01313
H 3.05726 7.20500 -3.62019
H 3.73962 5.57918 -3.67175
H 4.16379 6.67853 -2.35988
H 1.80122 6.63274 -1.55385
H 2.57137 5.05082 -1.51468
H 1.47462 4.57464 -3.78371
C -3.31807 3.65024 -3.71953
H -2.81627 2.94568 -4.38270
H -3.86168 4.38683 -4.31696
C -4.26388 2.91589 -2.74083
H -4.50090 1.91923 -3.10790
H -5.18929 3.47831 -2.59436
H -2.14083 5.74696 -1.39206
H -3.67465 5.66292 -2.25202
H 0.52784 -0.59843 -0.20348
H -0.65886 -0.60259 1.51348
H -1.73926 2.01544 2.33953
H 0.66634 2.42743 2.22460
H 0.23440 2.18813 3.94209
H 2.76787 -0.01228 4.13466
H 2.35420 1.70079 4.33775
H 3.04192 1.91579 1.80072
H 4.47344 -1.32998 3.21791
H 6.79410 -1.66737 2.12507
H 6.17795 -0.65374 0.78930
H 6.31989 -1.11152 -2.99509

Forces on atoms 1 to 3 (eV/Å):
0.027 -0.383 0.356
-0.128 0.378 -0.199
0.023 -0.357 0.411

=====

C48H76N11O | wB97M-V/def2-TZVPD

Properties
Energy above the lowest of the compared OMol25 structures with the same formula, charge and spin ... 293.9 kJ/mol
E ... -69434.6515 eV
Net charge ... +1
Strongest force on any atom ... 0.08954 Eh/bohr
LUMO energy ... -1.600 eV
Frontier orbital gap ... 8.026 eV

Cartesian coordinates (Å):
C -23.10390 -10.29958 1.88363
C -23.96309 -11.14888 0.92412
N -23.39555 -11.05745 -0.48767
C -24.33821 -11.91652 -1.35927
C -23.39982 -9.52270 -0.94597
C -23.24343 -9.40001 -2.45617
C -21.96490 -11.63513 -0.62992
C -21.61798 -12.81253 0.23359
O -22.26833 -13.93355 -0.17892
C -21.82582 -15.13443 0.39692
H -22.91809 -9.26265 1.60369
H -22.10435 -10.70389 2.04343
H -23.67372 -10.09999 2.79113
H -25.02912 -10.97693 1.07278
H -23.82798 -12.19944 1.18135
H -25.40092 -11.68999 -1.27302
H -24.27254 -12.93464 -0.97557
H -23.98327 -11.98396 -2.38764
H -22.64542 -8.95920 -0.39690
H -24.35664 -9.12124 -0.61216
H -24.05998 -9.61187 -3.14643
H -22.35406 -9.89865 -2.84150
H -22.99089 -8.36531 -2.68796
H -21.33037 -10.75635 -0.51508
H -22.03529 -11.90744 -1.68301
H -21.77724 -12.59553 1.28984
H -20.53127 -12.78168 0.15486
H -21.17206 -15.62104 -0.32689
H -22.70321 -15.74710 0.60408
H -21.18300 -15.08559 1.27584
C -15.45634 -11.20495 2.65641
C -16.30863 -12.11657 3.46390
C -17.44432 -11.48689 4.32197
C -18.73353 -11.17195 3.62581
N -19.73963 -10.97518 3.13242
H -14.92830 -10.48763 3.28468
H -16.03820 -10.69950 1.88567
H -14.68129 -11.80232 2.17624
H -15.57081 -12.64905 4.06406
H -16.61843 -12.90043 2.77275
H -17.11606 -10.49989 4.64783
H -17.57031 -12.28079 5.05815
C -23.05004 -15.71410 -3.16978
C -21.60766 -15.73038 -3.66175
C -21.18908 -14.72001 -4.71737
C -20.65426 -13.44303 -4.23289
N -20.30329 -12.43857 -3.79385
H -23.67324 -16.27738 -3.86434
H -23.38814 -14.68151 -3.25661
H -23.25774 -16.01319 -2.14240
H -21.29868 -16.72142 -3.99410
H -21.11096 -15.57246 -2.70443
H -22.05977 -14.63200 -5.36718
H -20.29088 -15.15953 -5.15117
C -22.56291 -13.73679 5.24917
C -23.79536 -14.43836 4.57151
C -25.13883 -13.71778 5.05449
C -25.31727 -12.27521 4.74603
N -25.48391 -11.14293 4.53151
H -22.61240 -12.66107 5.08044
H -21.58067 -13.88829 4.80159
H -22.65740 -13.86042 6.32801
H -23.79206 -15.44136 4.99820
H -23.55695 -14.58203 3.51766
H -25.11652 -13.61794 6.13967
H -26.05789 -14.22446 4.76008
N -25.57135 -18.02279 3.00665
C -25.68639 -18.77481 4.14098
C -24.39419 -19.15736 4.57631
C -23.48748 -18.59873 3.77411
C -24.21618 -17.95959 2.78359
H -26.24676 -17.65257 2.35330
H -26.64719 -19.13091 4.48223
H -24.22779 -19.87137 5.36935
H -22.41306 -18.49497 3.73858
H -23.80287 -17.49086 1.90276
N -18.92956 -18.59455 2.13025
C -18.56860 -17.73309 1.08587
C -19.37687 -17.94789 -0.01893
C -20.09194 -19.16416 0.37070
C -19.87140 -19.49740 1.66547
H -18.45942 -18.64080 3.02297
H -17.74309 -17.04491 1.19247
H -19.37498 -17.36096 -0.92552
H -20.84174 -19.55260 -0.30259
H -20.35938 -20.14061 2.38280
N -22.98065 -5.01377 -5.68285
C -23.17946 -4.91453 -7.03935
C -23.66024 -6.16692 -7.46460
C -23.60300 -6.99945 -6.40781
C -23.21076 -6.31175 -5.26948
H -22.60783 -4.36837 -5.00126
H -22.96289 -4.01713 -7.59988
H -23.92908 -6.35118 -8.49424
H -23.84185 -8.04383 -6.54435
H -23.14079 -6.73442 -4.27809
N -27.14475 -12.37626 -4.80664
C -26.28931 -13.43960 -5.01171
C -25.02039 -13.00228 -5.28770
C -25.02401 -11.59223 -5.29695
C -26.39880 -11.23446 -5.11595
H -28.11276 -12.28785 -4.53236
H -26.73578 -14.37443 -4.70651
H -24.12584 -13.56434 -5.51190
H -24.18890 -10.96255 -5.56617
H -26.96676 -10.31724 -5.06585
N -18.66001 -10.14660 -2.23588
C -18.21266 -11.23500 -1.50450
C -18.26620 -10.79027 -0.14628
C -18.79517 -9.47402 -0.14654
C -19.16646 -9.13571 -1.47528
H -18.81862 -10.19948 -3.23195
H -17.80251 -12.16105 -1.87949
H -18.01312 -11.25314 0.79611
H -19.10102 -8.89911 0.71506
H -19.65688 -8.29518 -1.94371
N -27.79998 -14.30145 0.12327
C -26.88938 -14.43050 -0.85905
C -25.72032 -14.89996 -0.21282
C -25.94884 -14.99120 1.14488
C -27.25841 -14.75160 1.31215
H -28.76663 -14.11056 -0.09865
H -27.22522 -14.34288 -1.88176
H -24.82011 -15.22361 -0.71410
H -25.12775 -15.23813 1.80156
H -27.90715 -14.66688 2.17143
N -27.07579 -6.65491 -0.85858
C -26.76172 -5.51384 -1.56659
C -26.19593 -6.06922 -2.69597
C -26.35711 -7.42203 -2.69409
C -26.89559 -7.84976 -1.55856
H -27.55176 -6.62157 0.03162
H -26.97899 -4.52920 -1.17972
H -25.77868 -5.58350 -3.56567
H -26.18204 -8.01940 -3.57664
H -27.27403 -8.77086 -1.14050

Forces on atoms 1 to 3 (eV/Å):
-0.482 0.540 0.032
2.023 0.062 0.797
-2.116 0.874 -0.266

=====

C48H76N4O20S2 | wB97M-V/def2-TZVPD

Properties
E ... -119558.7093 eV
Strongest force on any atom ... 0.19060 Eh/bohr
LUMO energy ... -1.704 eV
SMILES ... C#Cc1c(CCCC)c(CCCOC)c(CC=C)c2nc(CCCS(=O)(=O)O)c(CCSc3nnco3)nc12.CCOC(=O)OC.CCOC(=O)OC.CCOC(=O)OC.CCOC(=O)OC.CCOC(=O)OC
Frontier orbital gap ... 6.298 eV

Cartesian coordinates (Å):
C 0.97974 -5.22348 2.47679
C 1.26306 -3.88613 2.06460
C 1.39514 -2.51703 1.11335
C 2.89716 -1.95639 0.69903
C 4.28670 -2.67702 1.23324
C 4.41441 -4.26604 0.84248
C 6.00194 -4.75769 0.96086
C 6.12199 -6.13527 0.07218
C 3.05962 -0.60016 -0.25795
C 4.49255 0.06457 -0.69735
C 5.43231 -0.87675 -1.65566
C 4.74652 -1.30849 -3.08656
O 5.78436 -2.10946 -3.81139
C 5.24852 -3.44737 -4.16081
C 1.63382 0.12134 -0.75040
C 1.67810 1.49017 -1.68612
C 1.78290 1.03907 -3.28840
C 1.32748 -0.27891 -3.80963
C 0.13479 -0.45812 -0.30792
N -1.05431 0.32143 -0.78801
C -2.36511 -0.23575 -0.30566
C -3.72420 0.62341 -0.76577
C -4.61197 -0.15233 -1.90571
C -4.28225 0.31897 -3.44244
S -4.55484 -1.12350 -4.64932
O -4.99968 -0.56632 -6.04996
O -3.17577 -1.81970 -4.87100
O -5.70467 -2.24038 -4.03035
C -2.44120 -1.58249 0.60553
C -3.95970 -2.09365 1.08582
C -4.11694 -3.74740 0.88825
S -4.51722 -4.60425 2.52311
C -5.05436 -6.39878 2.15588
N -6.15944 -6.72969 1.16558
N -6.30308 -8.10985 1.07493
C -5.30237 -8.70197 2.04739
O -4.52059 -7.64930 2.71887
N -1.29493 -2.41625 1.11053
C -0.02449 -1.77881 0.62534
H 0.60253 -6.33712 2.67612
H 5.26430 -2.10278 0.93867
H 4.22675 -2.63553 2.42434
H 3.91111 -4.56412 -0.17188
H 3.84930 -4.86638 1.70534
H 6.76008 -3.91568 0.64617
H 6.20127 -5.02576 2.10678
H 5.42565 -6.95437 0.58940
H 7.21818 -6.55336 0.06313
H 5.67405 -5.91919 -0.99217
H 4.40573 1.11345 -1.22724
H 5.08917 0.27218 0.31526
H 5.85398 -1.84203 -1.14453
H 6.38502 -0.21531 -1.93762
H 4.59079 -0.33231 -3.75576
H 3.73709 -1.88609 -2.94386
H 6.17671 -4.16734 -4.27902
H 4.51331 -3.88316 -3.35323
H 4.74616 -3.32197 -5.22927
H 0.67932 2.12930 -1.61881
H 2.54430 2.23842 -1.37220
H 2.19940 1.82121 -4.05799
H 0.21055 -0.66116 -3.76351
H 2.10893 -1.01446 -4.32475
H -4.31326 0.88674 0.22121
H -3.36981 1.64689 -1.23918
H -4.53495 -1.33329 -1.74984
H -5.74730 0.12822 -1.70182
H -5.03918 1.17314 -3.77739
H -3.17845 0.69738 -3.59911
H -5.18042 -3.08863 -3.88805
H -4.82416 -1.62465 0.45401
H -4.00842 -1.87485 2.23560
H -5.03936 -3.93139 0.17359
H -3.13134 -4.23495 0.48260
H -5.29004 -9.87023 2.12906
C -0.30262 -0.11652 3.73590
C 0.90323 0.61500 3.17161
O 1.03344 1.92307 3.74287
C 1.49000 1.96538 5.01983
O 1.79637 1.00511 5.70701
O 1.51790 3.26352 5.41425
C 1.87476 3.43797 6.78310
H -1.21051 0.48050 3.60428
H -0.43584 -1.08259 3.24186
H -0.19618 -0.29551 4.81034
H 0.76565 0.75357 2.09333
H 1.82823 0.04156 3.30683
H 2.82953 2.95408 7.01108
H 1.08033 3.04879 7.42782
H 1.97951 4.50987 6.97296
C -1.30348 7.76839 6.31551
C -1.24224 6.78592 7.47250
O -0.02502 6.93085 8.21527
C 0.04884 8.02224 9.01792
O -0.81615 8.87049 9.16102
O 1.26822 8.02526 9.61341
C 1.51732 9.18673 10.40111
H -0.41964 7.66683 5.67792
H -2.19987 7.60136 5.71242
H -1.31945 8.80391 6.66941
H -1.25035 5.76449 7.07569
H -2.11138 6.88075 8.13458
H 0.73234 9.33748 11.14863
H 1.60774 10.06421 9.75296
H 2.46692 9.04491 10.92471
C 4.93894 -0.63231 -11.26245
C 3.98840 0.07118 -10.30892
O 4.06388 -0.48772 -8.99124
C 5.16947 -0.16167 -8.27555
O 6.08339 0.55488 -8.64905
O 5.09907 -0.79758 -7.07881
C 6.26105 -0.62712 -6.27119
H 4.75366 -1.71105 -11.26351
H 4.82163 -0.24890 -12.27949
H 5.98255 -0.49210 -10.96413
H 2.95938 -0.07580 -10.65583
H 4.16658 1.15290 -10.27954
H 6.49119 0.43238 -6.12216
H 7.11034 -1.14709 -6.72571
H 6.06425 -1.07619 -5.29364
C -4.48041 6.87316 -5.97285
C -4.47793 6.53364 -7.45351
O -3.77383 5.31113 -7.70659
C -4.42296 4.17343 -7.35286
O -5.53316 4.10407 -6.85200
O -3.60871 3.12230 -7.62422
C -4.13052 1.86812 -7.19264
H -3.45794 6.90080 -5.58321
H -4.95529 7.84227 -5.79837
H -5.01958 6.12005 -5.38983
H -3.94881 7.32193 -8.00073
H -5.49434 6.48477 -7.86248
H -5.12830 1.68827 -7.60468
H -4.15112 1.82958 -6.09886
H -3.46332 1.08027 -7.55338
C -5.10262 -3.79985 5.92995
C -3.89677 -3.06833 5.36566
O -3.76656 -1.76026 5.93692
C -3.31000 -1.71795 7.21388
O -3.00363 -2.67822 7.90106
O -3.28210 -0.41981 7.60830
C -2.92524 -0.24537 8.97715
H -6.01051 -3.20284 5.79832
H -5.23584 -4.76593 5.43591
H -4.99618 -3.97885 7.00439
H -4.03435 -2.92976 4.28737
H -2.97177 -3.64177 5.50088
H -1.97047 -0.72926 9.20513
H -3.71967 -0.63454 9.62187
H -2.82049 0.82654 9.16701

Forces on atoms 1 to 3 (eV/Å):
1.365 9.048 -3.511
-2.316 -8.035 0.632
1.467 0.857 -0.488